(1)
ORCA calculation (the ωB97M-V functional and the def2-TZVPD basis) on a structure of composition C37H31N3O4P2S4W in a non-equilibrium geometry.

HOMO level (alpha / beta): -6.536 / -7.414 eV
⟨S²⟩: 2.02
Net charge: 0
Strongest force on any atom: 1.67 eV/A
Relative energy (zero: lowest compared OMol25 entry of this formula, charge and spin): 69.9 kcal/mol
2S+1: 3

Each line ends with the Mulliken spin population.
CARTESIAN COORDINATES (ANGSTROEM)
1 W 0.8855 0.4206 -0.8385  1.667
2 S 1.4309 -3.0817 -1.2853  0.007
3 P -0.4905 -2.5645 -0.8169  0.013
4 C -0.2819 -1.1237 0.1038  0.068
5 P -1.4019 0.2325 0.0511  -0.023
6 S 0.8872 1.7780 1.4371  0.136
7 C -2.9367 0.0549 -0.9052  -0.080
8 C -3.0923 0.7937 -2.0739  0.041
9 C -4.3086 0.7844 -2.7419  0.022
10 C -5.3716 0.0543 -2.2333  0.003
11 C -5.2170 -0.6907 -1.0719  -0.001
12 C -4.0023 -0.6955 -0.4095  -0.004
13 C -2.0392 0.4304 1.7498  0.020
14 C -3.2118 1.1365 2.0028  -0.008
15 C -3.6593 1.2923 3.3070  0.000
16 C -2.9340 0.7611 4.3621  0.000
17 C -1.7629 0.0585 4.1115  -0.002
18 C -1.3141 -0.1049 2.8109  0.015
19 C -1.1064 -3.9375 0.1952  0.004
20 C -1.5236 -3.6933 1.4971  0.014
21 C -1.9504 -4.7475 2.2925  0.002
22 C -1.9617 -6.0393 1.7879  0.000
23 C -1.5373 -6.2844 0.4876  0.000
24 C -1.1081 -5.2366 -0.3096  -0.001
25 C -1.4686 -2.6435 -2.3576  -0.005
26 C -2.6761 -3.3316 -2.4252  0.001
27 C -3.3653 -3.3978 -3.6264  0.000
28 C -2.8591 -2.7734 -4.7551  0.004
29 C -1.6647 -2.0708 -4.6838  0.009
30 C -0.9690 -2.0009 -3.4889  0.028
31 H -2.2611 1.3880 -2.4360  0.004
32 H -4.4380 1.3585 -3.6507  0.000
33 H -6.3287 0.0679 -2.7398  0.000
34 H -6.0463 -1.2711 -0.6864  0.000
35 H -3.8727 -1.2587 0.5079  0.000
36 H -3.7771 1.5590 1.1817  0.000
37 H -4.5771 1.8341 3.4987  0.000
38 H -3.2737 0.8998 5.3807  0.000
39 H -1.1942 -0.3628 4.9314  0.000
40 H -0.4026 -0.6508 2.5985  -0.009
41 H -1.5031 -2.6789 1.8773  -0.013
42 H -2.2633 -4.5575 3.3114  0.000
43 H -2.2998 -6.8579 2.4102  0.000
44 H -1.5364 -7.2948 0.0991  0.000
45 H -0.7641 -5.4209 -1.3210  0.000
46 H -3.0650 -3.8204 -1.5415  0.000
47 H -4.3024 -3.9379 -3.6813  0.000
48 H -3.3995 -2.8329 -5.6917  0.000
49 H -1.2733 -1.5820 -5.5672  0.000
50 H -0.0232 -1.4763 -3.4379  0.005
51 N 6.1198 3.3738 4.5866  0.000
52 C 5.2388 3.8237 3.6431  0.000
53 C 5.7064 4.3354 2.4234  0.000
54 C 4.8137 4.7269 1.4486  0.000
55 C 3.4498 4.6300 1.6928  0.002
56 C 2.9644 4.1569 2.9057  0.010
57 C 3.8568 3.7598 3.8762  -0.001
58 S 2.3417 4.8929 0.3612  0.002
59 O 1.0357 5.2175 0.8226  -0.001
60 O 2.9763 5.6952 -0.6398  0.002
61 N 2.2259 3.3158 -0.3085  0.000
62 C 2.9544 2.8537 -1.3705  -0.002
63 S 4.2100 3.7013 -2.2027  0.002
64 C 4.4199 2.3136 -3.2207  -0.004
65 C 3.5345 1.3549 -2.9018  0.002
66 N 2.7178 1.6459 -1.8299  -0.008
67 H 7.1039 3.5164 4.4617  0.000
68 H 5.7911 3.1158 5.4975  0.000
69 H 6.7717 4.4215 2.2484  0.000
70 H 5.1564 5.1202 0.5009  0.000
71 H 1.8979 4.1153 3.0751  -0.004
72 H 3.4976 3.3825 4.8257  0.000
73 H 5.1473 2.3126 -4.0147  0.000
74 H 3.4144 0.4005 -3.3880  0.003
75 C 3.5840 -1.4306 -1.2251  -0.019
76 C 2.0767 -1.2533 -1.3478  -0.086
77 O 1.5852 -0.6408 -2.4355  0.024
78 H 3.9879 -1.9218 -2.1158  0.000
79 H 3.8084 -2.0439 -0.3541  0.000
80 H 4.0661 -0.4610 -1.1038  0.000
81 O 0.1500 2.5493 -1.0267  0.076
82 C 1.0077 2.5357 -0.1013  0.084

---

(2)
ORCA calculation (the ωB97M-V functional and the def2-TZVPD basis) on an isolated molecule of C17H21BrN2OS.

HOMO level: -7.628 eV
SMILES: CCOc1ccccc1N1CCN(Cc2ccc(Br)s2)CC1
Net charge: 0
Strongest force on any atom: 0.77 eV/A
Relative energy (zero: lowest compared OMol25 entry of this formula, charge and spin): 2.5 kcal/mol

Each line ends with the natural charge from an NBO analysis.
CARTESIAN COORDINATES (ANGSTROEM)
1 C 0.9664 -3.3748 -3.3228  -0.640
2 C -0.4661 -3.3544 -2.7964  -0.059
3 O -0.7475 -2.2158 -2.0123  -0.523
4 C -0.8589 -0.9821 -2.6040  0.329
5 C -0.9974 -0.7919 -3.9723  -0.299
6 C -1.1970 0.4702 -4.5059  -0.219
7 C -1.2535 1.5686 -3.6705  -0.230
8 C -1.0911 1.3957 -2.3100  -0.208
9 C -0.8873 0.1379 -1.7447  0.100
10 N -0.6920 0.0780 -0.3633  -0.457
11 C -1.7605 0.5246 0.5032  -0.209
12 C -1.1631 1.0378 1.8115  -0.233
13 N -0.4204 -0.0408 2.4343  -0.435
14 C 0.6519 -0.4726 1.5604  -0.234
15 C 0.0555 -0.9928 0.2502  -0.193
16 H -0.5773 -1.8647 0.4702  0.183
17 H 0.8622 -1.2968 -0.4159  0.210
18 H 1.3528 0.3493 1.3331  0.174
19 H 1.2023 -1.2772 2.0533  0.197
20 C -0.0103 0.2310 3.8002  -0.243
21 C 0.9330 1.3856 3.9561  -0.210
22 C 2.2887 1.3892 3.8247  -0.249
23 C 2.8717 2.6684 3.9578  -0.283
24 C 1.9357 3.6267 4.1848  -0.321
25 S 0.3278 2.9876 4.2400  0.454
26 Br 2.2417 5.4663 4.4278  0.102
27 H 3.9256 2.8680 3.8916  0.234
28 H 2.8652 0.4985 3.6497  0.225
29 H 0.4685 -0.6747 4.1849  0.214
30 H -0.9173 0.4180 4.3826  0.209
31 H -0.5215 1.9079 1.5905  0.175
32 H -1.9617 1.3531 2.4871  0.200
33 H -2.4435 -0.3096 0.7340  0.177
34 H -2.3289 1.3156 0.0142  0.211
35 H -1.1047 2.2540 -1.6551  0.213
36 H -1.4079 2.5574 -4.0750  0.212
37 H -1.3112 0.5840 -5.5732  0.212
38 H -0.9806 -1.6366 -4.6433  0.212
39 H -0.6213 -4.1923 -2.1104  0.193
40 H -1.1845 -3.4522 -3.6202  0.168
41 H 1.1530 -2.5186 -3.9668  0.216
42 H 1.1367 -4.2867 -3.8885  0.215
43 H 1.6668 -3.3389 -2.4918  0.212

---

(3)
ORCA calculation (the ωB97M-V functional and the def2-TZVPD basis) on a structure of composition C59H48HfN7O4P2S in a non-equilibrium geometry.

HOMO level: -14.713 eV
Net charge: +3
Strongest force on any atom: 2.26 eV/A
Relative energy (zero: lowest compared OMol25 entry of this formula, charge and spin): 52.2 kcal/mol

Each line ends with the Löwdin charge.
CARTESIAN COORDINATES (ANGSTROEM)
1 Hf 0.4342 1.2221 0.8308  1.529
2 O -1.4356 0.6646 0.5448  -0.660
3 S -1.7729 -0.8257 0.2294  1.034
4 C -3.0301 -0.7860 -1.0412  -0.293
5 C -4.2178 -1.4683 -0.8624  -0.044
6 C -5.1690 -1.6037 -1.8791  0.022
7 C -4.8725 -1.1015 -3.1214  -0.118
8 C -5.6419 -1.1030 -4.4008  -0.077
9 C -4.6565 -0.5673 -5.4614  -0.080
10 C -3.4572 -0.1446 -4.6861  -0.125
11 C -2.2885 0.4516 -5.0833  0.034
12 C -1.3206 0.6792 -4.1114  -0.057
13 C -1.4466 0.3324 -2.7681  -0.255
14 P 0.0098 0.9785 -1.8275  1.076
15 C -0.4784 2.7336 -2.1148  -0.355
16 C 0.0093 3.5845 -3.0982  -0.076
17 C -0.4921 4.8739 -3.2040  -0.058
18 C -1.5002 5.3132 -2.3640  -0.056
19 C -2.0250 4.4529 -1.4077  -0.053
20 C -1.5101 3.1759 -1.2775  -0.117
21 C 1.3614 0.4002 -2.9155  -0.376
22 C 1.3399 -0.9714 -3.1848  -0.113
23 C 2.3292 -1.5511 -3.9546  -0.051
24 C 3.3375 -0.7583 -4.4837  -0.044
25 C 3.3729 0.5986 -4.2090  -0.044
26 C 2.4096 1.1782 -3.3964  -0.106
27 C -2.6448 -0.2863 -2.3220  -0.133
28 C -3.6198 -0.4867 -3.3297  -0.062
29 C -2.4949 -1.2041 1.8042  -0.294
30 C -3.7383 -0.7464 2.1871  -0.036
31 C -4.2483 -0.9643 3.4721  0.029
32 C -3.4707 -1.6512 4.3710  -0.122
33 C -3.7194 -2.0703 5.7820  -0.078
34 C -2.4109 -2.7532 6.2390  -0.081
35 C -1.5353 -2.7619 5.0276  -0.142
36 C -0.3001 -3.2985 4.7755  0.017
37 C 0.3108 -3.0326 3.5394  -0.054
38 C -0.2657 -2.2715 2.5348  -0.281
39 P 0.6951 -1.8040 1.0136  1.050
40 C 0.2900 -3.3624 0.0958  -0.337
41 C 0.9079 -4.5299 0.5483  -0.076
42 C 0.6044 -5.7546 -0.0129  -0.038
43 C -0.3259 -5.8383 -1.0364  -0.045
44 C -0.9288 -4.6837 -1.5034  -0.055
45 C -0.6229 -3.4522 -0.9475  -0.119
46 C 2.5045 -2.1809 1.1791  -0.377
47 C 3.3308 -2.4194 2.2721  -0.121
48 C 4.6717 -2.7200 2.0777  -0.061
49 C 5.2109 -2.7692 0.8050  -0.042
50 C 4.4085 -2.4782 -0.2889  -0.046
51 C 3.0766 -2.1756 -0.0996  -0.114
52 C -1.6166 -1.8414 2.7150  -0.168
53 C -2.1835 -2.0743 3.9840  -0.091
54 H -4.4238 -1.9339 0.0882  0.110
55 H -6.0974 -2.1131 -1.6797  0.131
56 H -6.5065 -0.4412 -4.3159  0.139
57 H -6.0307 -2.0935 -4.6404  0.136
58 H -5.0777 0.2539 -6.0415  0.136
59 H -4.3781 -1.3446 -6.1766  0.139
60 H -2.0999 0.7377 -6.1047  0.133
61 H -0.3981 1.1434 -4.4275  0.108
62 H 0.7677 3.2604 -3.7911  0.104
63 H -0.1001 5.5260 -3.9706  0.121
64 H -1.8919 6.3151 -2.4634  0.120
65 H -2.8313 4.7836 -0.7686  0.121
66 H -1.9335 2.5042 -0.5353  0.091
67 H 0.5291 -1.5765 -2.7989  0.093
68 H 2.3086 -2.6130 -4.1466  0.120
69 H 4.0958 -1.2009 -5.1102  0.119
70 H 4.1517 1.2162 -4.6305  0.120
71 H 2.4850 2.2246 -3.1455  0.082
72 H -4.3370 -0.1967 1.4798  0.123
73 H -5.2321 -0.6030 3.7261  0.133
74 H -4.5646 -2.7591 5.8298  0.140
75 H -3.9810 -1.2198 6.4120  0.134
76 H -2.5882 -3.7605 6.6139  0.136
77 H -1.9334 -2.1949 7.0472  0.130
78 H 0.2159 -3.9072 5.5014  0.129
79 H 1.2873 -3.4584 3.3768  0.090
80 H 1.6540 -4.4867 1.3277  0.104
81 H 1.0954 -6.6443 0.3519  0.121
82 H -0.5693 -6.7930 -1.4737  0.119
83 H -1.6429 -4.7369 -2.3096  0.114
84 H -1.0940 -2.5702 -1.3564  0.051
85 H 2.9548 -2.3749 3.2817  0.094
86 H 5.2936 -2.9192 2.9353  0.123
87 H 6.2458 -3.0342 0.6677  0.122
88 H 4.8186 -2.5021 -1.2853  0.117
89 H 2.4458 -1.9656 -0.9579  0.087
90 N 1.2027 0.1741 5.0369  0.105
91 C 0.2239 0.4203 4.1592  -0.069
92 N 0.7462 0.4997 2.9450  -0.001
93 C 2.0914 0.3067 3.1477  -0.344
94 N 2.3700 0.1021 4.4136  0.180
95 C 3.0658 0.4599 2.0802  -0.237
96 C 4.4432 0.3465 2.3120  -0.044
97 N 5.3170 0.6111 1.3686  0.156
98 C 4.8659 0.9706 0.1785  -0.046
99 C 3.5039 1.0759 -0.0835  -0.058
100 N 2.5993 0.8400 0.8737  -0.025
101 H 1.1731 0.0759 6.0467  0.192
102 H -0.8173 0.5411 4.3960  0.160
103 H 4.8173 0.0554 3.2828  0.141
104 H 5.6103 1.1937 -0.5705  0.133
105 H 3.1344 1.3995 -1.0479  0.082
106 O 2.2554 2.9599 2.7196  -0.019
107 H 3.1109 3.3613 2.5206  0.096
108 H 1.9063 3.4723 3.4582  0.093
109 C 2.0747 6.3860 -1.2138  0.021
110 N 1.3816 5.4524 -0.3448  -0.010
111 C 0.4975 5.8975 0.5638  0.005
112 C -0.1824 5.0656 1.4035  0.046
113 C 0.0382 3.6761 1.2547  -0.509
114 O -0.5123 2.7355 1.9190  -0.101
115 N 0.9326 3.2474 0.3359  0.018
116 C 1.6441 4.0883 -0.4674  -0.479
117 O 2.4647 3.6473 -1.2491  0.063
118 H 1.3854 6.7997 -1.9492  0.100
119 H 2.8752 5.8600 -1.7303  0.103
120 H 2.4950 7.2046 -0.6342  0.110
121 H 0.3537 6.9679 0.6034  0.158
122 H -0.8772 5.4407 2.1302  0.130